A cluster of 2 separate species, CH4I2N3 in total. Source: the Open Molecules 2025 dataset; level of theory: the ωB97M-V functional and the def2-TZVPD basis.

Positions of all 10 atoms, in Å:
C 0.0010 -0.2584 -0.3686
N -1.2071 -0.0495 -0.6945
N 0.4583 0.9281 1.5264
N 0.9247 -0.9320 -0.8825
I -1.1839 2.0704 1.7535
I 2.9784 -0.6648 -0.1785
H -1.7076 0.7291 -0.3903
H -1.8866 -0.7182 -0.9534
H 0.5370 0.0640 2.0260
H 1.0858 -1.1687 -1.8381

Calculated values
* HOMO energy (alpha / beta): -13.377 / -13.304 eV
* energy relative to the best compared isomer or geometry (same formula, charge and spin): 393.1 kJ/mol
* Kohn-Sham gap (alpha / beta): 7.12 / 7.14 eV
* charge: +1

Mulliken population analysis, charges in e, atoms 1 to 6: number 1, C, carries 0.631; number 2, N, carries -0.226; number 3, N, carries -0.536; number 4, N, carries -0.572; number 5, I, carries 0.295; number 6, I, carries 0.343


A structure of composition C16H32Cl2NiO12. Source: the Open Molecules 2025 dataset; level of theory: the ωB97M-V functional and the def2-TZVPD basis.

Positions of all 63 atoms, in Å:
Ni -0.0060 -0.2223 0.0950
Cl 0.0818 -2.4205 0.9647
Cl -0.0698 2.0781 -0.5157
C -3.0695 1.2364 -3.3776
C -1.8605 0.3516 -3.7330
O -1.9578 -1.0407 -3.4632
C -1.5517 -1.4433 -2.2813
O -1.3816 -0.7236 -1.3354
O -1.4058 -2.7759 -2.2053
C -1.6774 -3.5839 -3.3302
H -3.9886 0.7604 -3.7311
H -2.9935 2.2188 -3.8340
H -3.1766 1.2582 -2.2946
H -0.9994 0.8862 -3.3279
H -1.7074 0.3921 -4.8125
H -1.2263 -3.2182 -4.2519
H -2.7155 -3.8776 -3.4919
H -1.1837 -4.5304 -3.1010
C 3.7201 -3.8080 -0.2406
C 2.9110 -3.0392 -1.2756
O 3.4857 -1.7248 -1.4526
C 2.7396 -0.6281 -1.3996
O 1.5383 -0.5621 -1.2399
O 3.4883 0.3431 -1.8683
C 3.1324 1.7049 -1.6468
H 4.7747 -3.7668 -0.5252
H 3.4809 -4.8689 -0.2522
H 3.5958 -3.2867 0.7060
H 1.8799 -2.9945 -0.9178
H 2.8793 -3.4922 -2.2658
H 2.1634 1.9334 -2.0916
H 3.8373 2.1995 -2.3172
H 3.1797 2.0459 -0.6169
C -5.0513 1.1847 -0.3264
C -3.8524 1.8197 0.4107
O -3.6091 1.4170 1.7466
C -2.5581 0.6586 1.9913
O -1.7448 0.2268 1.2269
O -2.6080 0.3704 3.2867
C -1.5622 -0.3354 3.9533
H -5.4604 1.8972 -1.0427
H -5.8311 1.0218 0.4210
H -4.8736 0.2642 -0.8793
H -3.9727 2.9005 0.3500
H -2.9316 1.6443 -0.1530
H -1.9819 -0.9060 4.7795
H -0.9268 0.4789 4.3026
H -0.9713 -1.0823 3.4194
C 2.1866 3.7883 2.7284
C 0.9487 2.9368 3.0263
O 1.3905 1.7343 3.7329
C 1.7271 0.7142 2.9444
O 1.2228 0.3964 1.9092
O 2.8357 0.1484 3.4381
C 3.3113 -0.9480 2.6282
H 1.8267 4.7734 2.4383
H 2.8172 3.2879 1.9950
H 2.7629 3.8390 3.6518
H 0.3298 2.6353 2.1816
H 0.3380 3.4061 3.7965
H 3.5868 -0.6301 1.6261
H 2.5455 -1.7197 2.6953
H 4.1885 -1.3235 3.1525

Calculated values
* HOMO energy (alpha / beta): -8.728 / -8.655 eV
* multiplicity: 3
* energy relative to the best compared isomer or geometry (same formula, charge and spin): 135.5 kJ/mol
* Kohn-Sham gap (alpha / beta): 9.35 / 9.28 eV

Mulliken population analysis, charges in e, atoms 1 to 6: number 1, Ni, carries 1.549; number 2, Cl, carries -0.558; number 3, Cl, carries -0.562; number 4, C, carries -0.564; number 5, C, carries -0.176; number 6, O, carries -0.381


The molecule C4H7ClN2. Source: the Open Molecules 2025 dataset; level of theory: the ωB97M-V functional and the def2-TZVPD basis.

Positions of all 14 atoms, in Å:
C 1.3330 -0.2147 -0.6748
C 0.7881 0.4772 -1.8763
C -0.2906 0.5074 0.7673
C -1.0240 -0.5523 1.6796
N 0.9874 -0.1183 0.5095
N -1.0000 0.8448 -0.4681
Cl 0.6597 -0.1997 -3.3608
H 2.1515 -0.9119 -0.8626
H 1.0405 1.4834 -1.7470
H 0.1621 1.3531 1.3533
H -1.0472 -1.5570 1.0138
H -2.0245 -0.4412 1.9404
H -0.3236 -0.6406 2.4346
H -1.4123 -0.0302 -0.7090

Calculated values
* HOMO energy (alpha / beta): -8.738 / -9.380 eV
* energy relative to the best compared isomer or geometry (same formula, charge and spin): 485.5 kJ/mol
* Kohn-Sham gap (alpha / beta): 8.33 / 8.90 eV

Mulliken population analysis, charges in e, atoms 1 to 6: number 1, C, carries -0.194; number 2, C, carries -0.053; number 3, C, carries 0.384; number 4, C, carries -1.133; number 5, N, carries -0.503; number 6, N, carries -0.731


The molecule C6H9N. Source: the Open Molecules 2025 dataset; level of theory: the ωB97M-V functional and the def2-TZVPD basis.

Positions of all 16 atoms, in Å:
C 1.2917 -0.4946 -1.6631
C 0.4241 -0.0996 0.7123
C -0.8594 -0.8681 0.5545
C -1.3742 -0.4858 1.8721
C -1.6562 -0.0877 2.9742
C 0.2904 1.1631 -0.1021
N 0.3962 0.6588 -1.4864
H 0.8923 -1.3862 -1.1646
H 2.3195 -0.3566 -1.2957
H 1.3171 -0.7301 -2.7290
H -0.6978 -1.9499 0.5108
H -1.5351 -0.5469 -0.2530
H -1.9188 0.2273 3.9591
H -0.6968 1.6404 0.0342
H 1.0619 1.9073 0.1485
H 0.7450 1.4085 -2.0719

Calculated values
* HOMO energy: -8.393 eV
* energy relative to the best compared isomer or geometry (same formula, charge and spin): 626.0 kJ/mol
* Kohn-Sham gap: 8.30 eV

Mulliken population analysis, charges in e, atoms 1 to 6: number 1, C, carries -0.793; number 2, C, carries -0.477; number 3, C, carries -0.222; number 4, C, carries -0.658; number 5, C, carries 0.244; number 6, C, carries -0.373


A cluster of 2 separate species, C4H9NO2 in total. Source: the Open Molecules 2025 dataset; level of theory: the ωB97M-V functional and the def2-TZVPD basis.

Positions of all 16 atoms, in Å:
C -1.4118 2.1026 -2.4827
O -0.8186 0.8145 -2.3935
N -0.4718 0.5962 -1.0530
C -1.0648 -0.2951 -0.4345
O -1.5051 -1.1016 0.2858
H -1.5158 2.2975 -3.5525
H -2.3995 2.1119 -2.0034
H -0.7691 2.8556 -2.0135
C 1.3310 -1.9634 1.7763
C 1.3182 -0.4377 1.6995
H 2.2730 -2.3721 1.3934
H 1.2124 -2.3087 2.8093
H 0.5149 -2.3972 1.1879
H 0.3591 -0.0334 2.0490
H 2.1075 0.0031 2.3203
H 1.4743 -0.0874 0.6717

Calculated values
* HOMO energy: -10.168 eV
* energy relative to the best compared isomer or geometry (same formula, charge and spin): 360.6 kJ/mol
* Kohn-Sham gap: 10.63 eV
* structure (SMILES): CON=C=O.CC

Mulliken population analysis, charges in e, atoms 1 to 6: number 1, C, carries -0.474; number 2, O, carries -0.200; number 3, N, carries -0.379; number 4, C, carries 0.711; number 5, O, carries -0.394; number 6, H, carries 0.235


The ion C7H11N4O with charge +1. Source: the Open Molecules 2025 dataset; level of theory: the ωB97M-V functional and the def2-TZVPD basis.

Positions of all 23 atoms, in Å:
C 2.2298 -0.8896 1.0609
N 1.2736 -0.3702 0.0692
C 1.7778 0.8002 -0.6670
C 1.2265 2.0288 0.0350
O 1.5113 3.2031 -0.1307
N 0.2104 1.6139 0.8835
C 0.0991 -0.0230 0.7861
C -1.0995 -0.3734 -0.0154
N -1.8244 0.4149 -0.7820
C -2.8147 -0.2353 -1.3541
C -2.6672 -1.5259 -0.9612
N -1.6906 -1.5829 -0.0485
H 2.4355 -0.0264 1.6979
H 1.7557 -1.7583 1.6329
H 3.2526 -1.2686 0.5989
H 1.5167 0.5802 -1.7578
H 2.8891 0.9585 -0.6783
H -0.1749 2.1670 1.5834
H 0.0441 -0.5536 1.8028
H -1.7345 1.4105 -0.9429
H -3.5970 0.1945 -1.9919
H -3.2633 -2.3542 -1.1167
H -1.3561 -2.4100 0.2958

Calculated values
* HOMO energy: -12.814 eV
* energy relative to the best compared isomer or geometry (same formula, charge and spin): 123.8 kJ/mol
* Kohn-Sham gap: 9.58 eV
* structure (SMILES): CN1CC(=O)N[C@H]1c1[nH]cc[nH+]1
* charge: +1

Mulliken population analysis, charges in e, atoms 1 to 6: number 1, C, carries -0.966; number 2, N, carries -0.103; number 3, C, carries -0.571; number 4, C, carries 0.568; number 5, O, carries -0.588; number 6, N, carries -0.264


The molecule C5H14N2O. Source: the Open Molecules 2025 dataset; level of theory: the ωB97M-V functional and the def2-TZVPD basis.

Positions of all 22 atoms, in Å:
C 0.6693 -0.3954 -2.2253
C -0.3468 1.8942 -0.3159
C -0.3960 -0.5926 -1.0928
C 0.8399 -0.0173 1.1227
C -0.3993 0.4103 0.0766
N 0.6373 -1.2599 1.8745
N -1.5601 0.1032 0.9390
O 1.6435 -1.7363 2.4973
H 0.4041 0.2832 -2.9969
H 0.8191 -1.3222 -2.6228
H 1.6372 -0.2381 -1.6754
H -0.3507 1.9213 -1.3822
H -1.1114 2.4257 0.0919
H 0.5800 2.3742 -0.0407
H -0.1992 -1.6029 -0.5856
H -1.4715 -0.6433 -1.5741
H 1.0451 0.8726 1.7706
H 1.6490 -0.2459 0.4619
H 0.0074 -1.8946 1.0659
H -0.1021 -1.0808 2.6117
H -2.3160 0.0287 0.2703
H -1.6787 0.7159 1.7293

Calculated values
* HOMO energy (alpha / beta): -3.579 / -9.624 eV
* multiplicity: 3
* energy relative to the best compared isomer or geometry (same formula, charge and spin): 400.3 kJ/mol
* Kohn-Sham gap (alpha / beta): 4.42 / 7.00 eV

Mulliken population analysis, charges in e, atoms 1 to 6: number 1, C, carries -1.311; number 2, C, carries -1.691; number 3, C, carries -1.120; number 4, C, carries -1.643; number 5, C, carries 2.161; number 6, N, carries -0.417


A cluster of 2 separate species, C4H14NO2 in total. Source: the Open Molecules 2025 dataset; level of theory: the ωB97M-V functional and the def2-TZVPD basis.

Positions of all 21 atoms, in Å:
C 1.4014 -0.7002 1.0166
O 0.5392 -0.6122 2.1912
C 0.7812 0.4160 0.0174
C 0.6940 -0.0197 -1.4502
C 0.1885 1.0719 -2.3907
N -0.5351 0.8414 0.6033
H 2.4115 -0.6940 1.3416
H 1.2549 -1.6466 0.5409
H 0.3826 -1.5511 2.5521
H 1.4022 1.3574 0.2365
H 1.7531 -0.2106 -1.6110
H 0.2796 -0.9766 -1.7468
H 0.1974 2.0851 -1.9950
H 0.9180 0.9758 -3.2614
H -0.8337 0.8102 -2.7683
H -1.0900 1.5505 0.0400
H -0.5548 0.9952 1.6702
H -1.0850 0.0933 0.6137
H -3.3360 -1.0248 0.9878
H -2.3100 -1.8233 1.8575
O -2.4593 -0.9378 1.5545

Calculated values
* HOMO energy: -14.905 eV
* energy relative to the best compared isomer or geometry (same formula, charge and spin): 216.3 kJ/mol
* Kohn-Sham gap: 11.70 eV
* charge: +1

Mulliken population analysis, charges in e, atoms 1 to 6: number 1, C, carries -0.687; number 2, O, carries -0.566; number 3, C, carries 0.141; number 4, C, carries -0.622; number 5, C, carries -1.130; number 6, N, carries -0.325


A structure of composition C29H23BrCl3MoN6O3SSi. Source: the Open Molecules 2025 dataset; level of theory: the ωB97M-V functional and the def2-TZVPD basis.

Positions of all 68 atoms, in Å:
Mo -0.0615 0.2945 -0.1534
Br -6.5032 -1.0820 -3.1253
C -6.3064 0.6824 -2.4682
C -6.5126 1.7498 -3.3236
C -6.3664 3.0392 -2.8364
C -5.9702 3.2548 -1.5238
C -5.8103 2.1729 -0.6605
C -5.9821 0.8821 -1.1333
N -5.8447 4.6248 -1.1362
N -4.9128 5.0261 -0.4339
C -3.8569 4.1468 -0.0559
C -3.6125 3.9641 1.2771
C -2.6816 3.0116 1.7392
C -1.9844 2.2670 0.8318
O -1.1528 1.2584 1.1270
C -2.1257 2.5385 -0.5511
N -1.3271 1.8070 -1.3731
C -1.3746 2.0329 -2.6681
C -2.2114 3.0115 -3.2262
C -3.0411 3.7350 -2.4119
C -3.0385 3.4929 -1.0232
H -6.8025 1.5794 -4.3510
H -6.5511 3.8941 -3.4749
H -5.5580 2.3266 0.3810
H -5.8657 0.0369 -0.4683
H -4.2056 4.5246 1.9884
H -2.5418 2.8452 2.7988
H -0.7250 1.4308 -3.2931
H -2.1904 3.1810 -4.2932
H -3.6869 4.4984 -2.8252
O 0.4394 -1.5247 -3.7159
C 0.0352 -1.1766 -2.6439
O 0.6121 -0.2228 -1.9111
C -1.2232 -1.7173 -2.0191
C -2.0012 -2.6439 -2.7147
C -3.1725 -3.0550 -2.1475
C -3.5545 -2.5571 -0.8865
C -4.7607 -2.9553 -0.2611
C -5.0921 -2.4695 0.9681
C -4.2262 -1.5690 1.6285
C -3.0588 -1.1590 1.0512
C -2.7020 -1.6378 -0.2288
N -1.5380 -1.2238 -0.8320
H -1.6547 -2.9902 -3.6773
H -3.8180 -3.7621 -2.6536
H -5.4081 -3.6520 -0.7783
H -6.0127 -2.7762 1.4460
H -4.4882 -1.2064 2.6138
H -2.3960 -0.4847 1.5703
Cl 1.4892 -3.0622 -0.0812
Si 1.0223 -1.5562 1.2790
Cl -0.1971 -2.3803 2.7019
Cl 2.8153 -1.1237 2.2107
S 1.7740 1.8871 0.1962
C 2.8317 1.2175 -1.0280
N 2.8883 1.7832 -2.2205
C 3.6371 1.2115 -3.3429
C 4.8334 0.4491 -2.8004
C 4.3600 -0.5520 -1.7613
N 3.5548 0.1483 -0.7583
H 2.3160 2.6004 -2.3530
H 3.9437 2.0252 -3.9964
H 2.9762 0.5437 -3.9012
H 5.5396 1.1458 -2.3453
H 5.3442 -0.0670 -3.6110
H 5.1966 -1.0237 -1.2506
H 3.7505 -1.3341 -2.2198
H 3.4652 -0.2374 0.1732

Calculated values
* HOMO energy (alpha / beta): -10.565 / -10.767 eV
* multiplicity: 3
* Kohn-Sham gap (alpha / beta): 6.17 / 6.56 eV
* charge: +1

Mulliken population analysis, charges in e, atoms 1 to 6: number 1, Mo, carries 0.589; number 2, Br, carries -0.158; number 3, C, carries 0.031; number 4, C, carries -0.600; number 5, C, carries -0.275; number 6, C, carries -0.046


A cluster of 2 separate species, C4H5N2O2 in total. Source: the Open Molecules 2025 dataset; level of theory: the ωB97M-V functional and the def2-TZVPD basis.

Positions of all 13 atoms, in Å:
C -0.1278 0.0616 -1.1684
C -2.2034 -2.0848 -0.7873
C -0.1788 0.7716 -2.2582
C -0.3468 -0.9118 2.0669
N 0.1333 -0.3624 -0.0050
N -0.8066 -0.5949 0.9524
O -2.6259 -2.7452 0.0314
O -1.7240 -1.4492 -1.6490
H -0.3977 0.4351 -3.2100
H -0.1727 1.8124 -2.1173
H 0.6024 -1.1713 2.3764
H -1.0700 -1.3383 2.7672
H 1.1121 -0.3683 0.5170

Calculated values
* HOMO energy: -15.793 eV
* energy relative to the best compared isomer or geometry (same formula, charge and spin): 175.1 kJ/mol
* Kohn-Sham gap: 10.67 eV
* charge: +1

Mulliken population analysis, charges in e, atoms 1 to 6: number 1, C, carries 0.681; number 2, C, carries 0.789; number 3, C, carries -0.685; number 4, C, carries -0.244; number 5, N, carries 0.082; number 6, N, carries -0.435


A cluster of 2 separate species, C7H11N4O3S in total. Source: the Open Molecules 2025 dataset; level of theory: the ωB97M-V functional and the def2-TZVPD basis.

Positions of all 26 atoms, in Å:
C -3.9870 0.3912 -0.6129
C -3.2128 -0.0717 -1.6318
C -3.2973 0.8291 0.5149
C -1.8622 -0.2505 -1.5602
C -1.9431 0.4675 0.7147
C -1.1945 0.0358 -0.3637
C 1.5711 1.4347 0.4667
N 2.4730 2.1294 1.2619
N 2.5632 1.0599 -1.9591
N 1.6439 0.0666 0.5891
N 3.1880 0.3735 -1.1650
O 0.9858 1.8457 -0.5450
O 0.2105 -1.9416 0.5520
O 1.0395 -0.9819 -1.6399
S 0.5152 -0.6754 -0.3034
H -5.0106 0.2787 -0.7945
H -3.7679 -0.3372 -2.4935
H -3.7457 1.0203 1.4863
H -1.2272 -0.5333 -2.3416
H -1.5050 0.2493 1.6914
H 3.1544 1.6451 1.8823
H 2.3697 3.1684 1.4224
H 1.7622 0.8597 -2.4416
H 2.6563 1.9903 -1.9524
H 0.9192 -2.3627 0.9699
H 2.8988 -0.6376 -1.1869

Calculated values
* HOMO energy: -13.058 eV
* energy relative to the best compared isomer or geometry (same formula, charge and spin): 31.6 kJ/mol
* Kohn-Sham gap: 8.55 eV
* charge: +1

Mulliken population analysis, charges in e, atoms 1 to 6: number 1, C, carries -0.305; number 2, C, carries -0.502; number 3, C, carries -0.799; number 4, C, carries -0.597; number 5, C, carries -0.129; number 6, C, carries 0.406


A cluster of 2 separate species, C5H9NOS in total. Source: the Open Molecules 2025 dataset; level of theory: the ωB97M-V functional and the def2-TZVPD basis.

Positions of all 17 atoms, in Å:
C 1.4324 -0.8527 -1.9807
C -0.0247 -0.5141 -0.0758
C -0.7590 0.4423 0.6580
C -0.2616 0.7671 2.2234
C -1.5732 0.1069 1.7611
H 1.2529 -1.8928 -2.0742
H 1.9303 -0.3936 -2.8950
H 2.2845 -0.8407 -1.2016
H -0.4713 0.8408 -3.0249
H -0.9701 1.2754 -0.1194
H -0.4238 1.6789 2.7303
H 0.4719 0.0547 2.6230
H -1.8849 -0.8987 1.8901
H -2.2262 0.9393 1.9717
N 0.4289 -0.0452 -1.3054
O 0.0778 1.1504 -1.8546
S 0.7162 -1.8179 0.6739

Calculated values
* HOMO energy: -8.193 eV
* energy relative to the best compared isomer or geometry (same formula, charge and spin): 614.0 kJ/mol
* Kohn-Sham gap: 7.69 eV

Mulliken population analysis, charges in e, atoms 1 to 6: number 1, C, carries -0.997; number 2, C, carries 0.006; number 3, C, carries -0.078; number 4, C, carries -0.666; number 5, C, carries -0.562; number 6, H, carries 0.385